{"formula": "C10H20N6O4", "method": "wB97M-V/def2-TZVPD", "elements": ["H", "N", "C", "N", "N", "C", "C", "C", "C", "N", "C", "O", "N", "C", "C", "C", "N", "O", "C", "O", "O", "H", "H", "H", "H", "H", "H", "H", "H", "H", "H", "H", "H", "H", "H", "H", "H", "H", "H", "H"], "positions_angstrom": [[5.66521, 1.34389, -0.99375], [5.70729, 0.39786, -0.57582], [4.59544, 0.21530, 0.07711], [4.40112, -0.98623, 0.74984], [3.48122, 1.09845, 0.06666], [2.43235, 1.07243, 1.04871], [1.08404, 1.32464, 0.43446], [0.65511, 0.22556, -0.54984], [0.41371, -1.12164, 0.08658], [1.63199, -1.95203, 0.28029], [-0.65951, -1.96436, -0.69595], [-0.28619, -3.04962, -1.15676], [-1.89963, -1.50537, -0.95052], [-2.63584, -0.57192, -0.10186], [-3.11133, 0.59845, -0.92377], [-3.03087, 1.96729, -0.25059], [-3.95491, 2.88505, -0.65298], [-2.20750, 2.23077, 0.62123], [-3.69461, -1.17566, 0.76175], [-4.28360, -0.55641, 1.60473], [-3.72829, -2.52359, 0.75632], [5.14029, -1.63153, 0.58664], [3.43732, -1.32951, 0.82811], [3.62480, 1.96598, -0.49509], [2.60644, 1.90045, 1.74122], [2.49740, 0.10972, 1.68813], [1.11046, 2.30363, -0.03920], [0.37637, 1.46310, 1.28571], [-0.27771, 0.52713, -1.09980], [1.46139, 0.17693, -1.23983], [0.03662, -1.00349, 1.14009], [1.30993, -2.52813, 1.05622], [1.62639, -2.60159, -0.52846], [-2.44039, -2.04607, -1.64203], [-1.84331, -0.27783, 0.61175], [-2.47234, 0.72109, -1.79955], [-4.12808, 0.57099, -1.34734], [-4.54867, 2.72672, -1.40388], [-3.72649, 3.81566, -0.38056], [-4.36563, -2.81611, 1.40204]], "lowdin_charge": [0.020, 0.057, -0.548, 0.100, 0.014, -0.249, -0.198, -0.145, -0.292, 0.046, -0.406, 0.040, 0.103, -0.218, -0.051, -0.504, 0.179, 0.052, -0.466, 0.141, 0.132, 0.077, 0.031, 0.150, 0.111, 0.136, 0.111, 0.117, 0.114, 0.106, 0.156, 0.092, 0.094, 0.176, 0.156, 0.129, 0.131, 0.076, 0.109, 0.121], "smiles": "[H]/N=C(/N)NCCC[C@H](N)C(=O)N[C@@H](CC(N)=O)C(=O)O", "spin_multiplicity": 1, "de_lowest_kcal_mol": 34.8, "homo_energy_ev": -8.04, "lumo_energy_ev": 0.227, "energy_ha": -1022.59457}

***

{"formula": "C16H35AsF9O10V", "method": "wB97M-V/def2-TZVPD", "elements": ["O", "V", "O", "As", "F", "F", "F", "F", "F", "F", "C", "O", "C", "C", "O", "C", "H", "H", "H", "H", "H", "H", "H", "H", "H", "H", "C", "O", "C", "C", "O", "C", "H", "H", "H", "H", "H", "H", "H", "H", "H", "H", "C", "O", "C", "C", "O", "C", "H", "H", "H", "H", "H", "H", "H", "H", "H", "H", "C", "C", "O", "C", "O", "C", "F", "F", "F", "H", "H", "H", "H", "H"], "positions_angstrom": [[0.25076, -5.09050, 2.24799], [-0.90508, -4.50622, 3.15422], [-0.24589, -3.36451, 4.04208], [-1.55628, -1.57027, 0.84769], [-1.46767, -3.23406, 1.60878], [-3.33333, -1.42678, 1.15174], [-1.55620, 0.10383, 0.10780], [0.21922, -1.76935, 0.47884], [-2.06436, -2.34518, -0.76487], [-1.10228, -0.97212, 2.47635], [3.26105, 4.55935, 0.27902], [1.78500, 4.55233, 0.07262], [1.39473, 4.56800, -1.29498], [-0.09727, 4.73073, -1.64392], [-0.95073, 3.59755, -1.41161], [-1.35296, 3.39565, -0.07884], [3.58874, 4.49777, 1.31678], [3.77644, 5.46057, -0.05306], [3.65744, 3.66826, -0.20774], [1.70093, 3.67362, -1.83760], [1.92892, 5.37939, -1.78934], [-0.15121, 5.02606, -2.69176], [-0.65850, 5.48213, -1.08847], [-0.54107, 2.99742, 0.52971], [-2.02505, 2.54005, -0.14475], [-1.87113, 4.28429, 0.28159], [6.20127, 1.75043, 0.79088], [5.08154, 1.38090, -0.01863], [4.61645, 0.05031, 0.03282], [4.00394, -0.32383, 1.51143], [3.29546, 0.66443, 2.21107], [2.12977, 1.09064, 1.56597], [6.05532, 1.77165, 1.87086], [6.57364, 2.73166, 0.49658], [7.01761, 1.09925, 0.47837], [5.40502, -0.63216, -0.28420], [3.79957, -0.06287, -0.67993], [4.84746, -0.56224, 2.15931], [3.48887, -1.28195, 1.44216], [1.43805, 1.47511, 2.31550], [1.58383, 0.26943, 1.10156], [2.41299, 1.79762, 0.78619], [-2.28001, -6.24997, 0.55464], [-2.39044, -5.80377, 1.87002], [-3.71601, -5.29117, 2.15977], [-3.83424, -4.89142, 3.65787], [-2.95844, -3.88438, 4.18727], [-3.09103, -3.56980, 5.61144], [-2.56275, -5.48978, -0.17356], [-2.77325, -7.19426, 0.32408], [-1.20464, -6.37735, 0.43044], [-4.35362, -6.16769, 2.04461], [-4.00854, -4.44683, 1.53558], [-3.84442, -5.80201, 4.25688], [-4.78646, -4.36329, 3.70759], [-2.17751, -3.02949, 5.85967], [-3.14009, -4.42054, 6.29110], [-3.99796, -2.99530, 5.79989], [-0.76130, 0.70904, -2.90690], [-1.27796, 0.68657, -4.39521], [-1.33454, 1.93470, -4.97028], [-1.83199, 2.12504, -6.14266], [-2.25303, 1.17599, -6.90582], [-1.57842, 3.55277, -6.69873], [-1.14083, 4.42407, -5.80052], [-0.74534, 3.39027, -7.75037], [-2.73184, 3.98859, -7.11226], [-0.68456, -0.31720, -2.54764], [-1.47627, 1.27492, -2.30967], [0.16351, 1.22098, -2.64093], [-2.29340, 0.29160, -4.36350], [-0.56962, 0.06332, -4.94102]], "lowdin_charge": [-0.467, 0.734, -0.463, 1.030, -0.315, -0.295, -0.296, -0.286, -0.319, -0.266, -0.066, -0.194, -0.209, -0.169, -0.222, -0.099, 0.083, 0.075, 0.067, 0.121, 0.112, 0.116, 0.113, 0.087, 0.073, 0.088, -0.097, -0.224, -0.162, -0.184, -0.177, -0.096, 0.088, 0.078, 0.080, 0.108, 0.111, 0.106, 0.120, 0.098, 0.075, 0.072, -0.106, -0.284, -0.146, -0.178, -0.275, -0.051, 0.098, 0.089, 0.092, 0.127, 0.130, 0.124, 0.126, 0.086, 0.084, 0.086, -0.039, -0.192, 0.050, -0.330, 0.069, -0.579, 0.180, 0.158, 0.191, 0.072, 0.053, 0.071, 0.135, 0.131], "spin_multiplicity": 2, "homo_energy_ev": [-3.94, -5.57], "lumo_energy_ev": [2.518, 2.439], "charge": -1, "energy_ha": -5461.62220}

***

{"formula": "C4H7O4Rb", "method": "wB97M-V/def2-TZVPD", "elements": ["Rb", "O", "C", "O", "O", "H", "C", "C", "O", "C", "H", "H", "H", "H", "H", "H"], "positions_angstrom": [[0.13538, 1.58685, 0.14077], [1.47972, 5.91361, -1.15768], [2.09352, 4.87644, -0.62968], [3.28799, 4.75151, -0.87789], [1.55183, 4.08941, 0.17206], [2.34205, 6.20666, -1.46118], [-0.81122, -2.37334, 1.58322], [-1.10640, -2.16099, 0.12462], [-1.00250, -1.05136, -0.37059], [-1.43060, -3.40274, -0.70097], [0.10735, -2.95900, 1.61962], [-1.66404, -2.83953, 2.07665], [-0.59862, -1.47566, 2.16379], [-0.71788, -4.16071, -0.37601], [-1.20709, -3.27335, -1.75993], [-2.45951, -3.72781, -0.54679]], "lowdin_charge": [1.007, 0.097, -0.950, -0.029, -0.201, 0.091, -0.016, -0.473, -0.059, -0.003, 0.096, 0.095, 0.080, 0.083, 0.088, 0.094], "spin_multiplicity": 1, "de_lowest_kcal_mol": 7.9, "homo_energy_ev": -7.07, "lumo_energy_ev": -0.611, "energy_ha": -481.67603}

***

{"formula": "C43H46Ge2N3O3SZr", "method": "wB97M-V/def2-TZVPD", "elements": ["Zr", "C", "O", "C", "C", "C", "C", "C", "C", "N", "C", "N", "C", "C", "C", "C", "C", "C", "O", "C", "N", "C", "C", "C", "C", "C", "C", "O", "C", "H", "H", "H", "H", "H", "H", "H", "H", "H", "H", "H", "H", "H", "H", "H", "H", "H", "H", "H", "H", "H", "H", "S", "C", "C", "C", "C", "C", "C", "H", "H", "H", "H", "H", "C", "Ge", "C", "C", "Ge", "C", "C", "C", "C", "C", "C", "C", "C", "C", "C", "C", "C", "H", "H", "H", "H", "H", "H", "H", "H", "H", "H", "H", "H", "H", "H", "H", "H", "H", "H", "H"], "positions_angstrom": [[10.99348, -17.26826, -4.37654], [16.71106, -19.70843, -6.74834], [15.39231, -19.43182, -7.05510], [14.84426, -19.87933, -8.25222], [15.26503, -21.03251, -8.94498], [14.60581, -21.48616, -10.04469], [13.47867, -20.81209, -10.56355], [12.99671, -19.73164, -9.84006], [13.69744, -19.24334, -8.74112], [13.27905, -18.08423, -7.99523], [12.37150, -18.27480, -7.00512], [11.64149, -19.37972, -7.03828], [10.58713, -19.77947, -6.19632], [9.90345, -18.96921, -5.27321], [8.79399, -19.52179, -4.60118], [8.25047, -20.72567, -4.99722], [8.90521, -21.48960, -5.92297], [10.06538, -21.09124, -6.50359], [10.85585, -21.84742, -7.37291], [10.58357, -23.29482, -7.36815], [12.15894, -17.35339, -6.06982], [12.95893, -16.15633, -5.88066], [14.34820, -15.99855, -5.89952], [14.92809, -14.79961, -5.52779], [14.15106, -13.75241, -5.06161], [12.80000, -13.89475, -4.96169], [12.22354, -15.05233, -5.45905], [10.78430, -15.15828, -5.43080], [10.19916, -14.19530, -6.38575], [17.05697, -19.02012, -5.94706], [17.42122, -19.52148, -7.55813], [16.89763, -20.68507, -6.29330], [16.17263, -21.47977, -8.70162], [14.89657, -22.38610, -10.50835], [12.93067, -21.22702, -11.42501], [12.12164, -19.23585, -10.28072], [13.93534, -17.27010, -7.94894], [11.98862, -20.08894, -7.65052], [8.27562, -18.94528, -3.87099], [7.27181, -21.00956, -4.54115], [8.52506, -22.43956, -6.33104], [11.36191, -23.65188, -8.03209], [9.58912, -23.50029, -7.79207], [10.71736, -23.70690, -6.36648], [14.93222, -16.86977, -6.18451], [15.98400, -14.65773, -5.53209], [14.56671, -12.76745, -4.78953], [12.14339, -13.15282, -4.63459], [10.27032, -14.60009, -7.35071], [10.79729, -13.25323, -6.35315], [9.23983, -13.94590, -6.00283], [12.11701, -18.65393, -2.79193], [13.02691, -17.18144, -2.30454], [14.43104, -17.35605, -2.41172], [15.28174, -16.30797, -2.21460], [14.80011, -15.04001, -1.94855], [13.42318, -14.88536, -1.87579], [12.51997, -15.90650, -1.90033], [14.82106, -18.34894, -2.70750], [16.34289, -16.44934, -2.28515], [15.47174, -14.18675, -1.87286], [13.12143, -13.86681, -1.65839], [11.46317, -15.73691, -1.77397], [9.25859, -16.19992, -0.21918], [7.91985, -16.93343, -1.42884], [8.19080, -18.86686, -1.35836], [6.14272, -16.61792, -0.71409], [8.27645, -16.12906, -3.66494], [8.37753, -14.11608, -3.56880], [7.11847, -13.50284, -3.60513], [6.97325, -12.15482, -3.39682], [8.08786, -11.34424, -3.33606], [9.38605, -11.90211, -3.31369], [9.55432, -13.30139, -3.37639], [6.71529, -16.76511, -4.78877], [5.84064, -17.77091, -4.42293], [4.78815, -18.11930, -5.21069], [4.57066, -17.45324, -6.43275], [5.44751, -16.44273, -6.79404], [6.54532, -16.10862, -6.02857], [8.83064, -16.47195, 0.80394], [9.26093, -15.07604, -0.20341], [10.23915, -16.64769, -0.22852], [8.04528, -19.19819, -0.33075], [9.17471, -19.09154, -1.76915], [7.44492, -19.45589, -1.90486], [5.84993, -17.39646, 0.07708], [5.38364, -16.85031, -1.48764], [5.99569, -15.64636, -0.24786], [6.16831, -14.06261, -3.61409], [6.01574, -11.70347, -3.34794], [7.91971, -10.29886, -3.32176], [10.27688, -11.24298, -3.22689], [10.53904, -13.75489, -3.34797], [5.90368, -18.21021, -3.43591], [4.16442, -18.89136, -4.82916], [3.75031, -17.76903, -7.09936], [5.35589, -15.84548, -7.66595], [7.18069, -15.30182, -6.39150]], "lowdin_charge": [1.392, -0.101, -0.090, -0.169, 0.006, -0.047, -0.044, -0.026, -0.194, 0.165, -0.317, 0.189, -0.147, -0.232, -0.157, -0.049, -0.015, -0.192, -0.107, -0.016, -0.050, -0.200, 0.006, -0.029, -0.038, -0.017, -0.253, -0.312, 0.031, 0.099, 0.108, 0.102, 0.102, 0.106, 0.124, 0.134, 0.167, 0.126, 0.006, 0.138, 0.128, 0.093, 0.098, 0.106, 0.117, 0.120, 0.143, 0.101, 0.095, 0.121, 0.067, 0.634, -0.631, -0.127, -0.077, -0.060, -0.104, -0.122, 0.115, 0.115, 0.124, 0.120, 0.066, -0.255, 0.637, -0.248, -0.230, 0.923, -0.352, -0.129, -0.072, -0.052, -0.055, -0.119, -0.339, -0.153, -0.060, -0.032, -0.080, -0.113, 0.060, 0.043, -0.002, 0.040, -0.013, 0.022, 0.070, 0.018, 0.025, 0.116, 0.109, 0.103, 0.118, 0.065, 0.085, 0.107, 0.125, 0.101, 0.094], "spin_multiplicity": 2, "de_lowest_kcal_mol": 7.5, "homo_energy_ev": [-12.98, -13.04], "lumo_energy_ev": [-5.913, -7.651], "charge": 2, "energy_ha": -6654.65007}